# 1
Molecular formula: C20H52O20P4
Method: DFT, the ωB97M-V functional and the def2-TZVPD basis

Results
- HOMO (eV) = -10.3
- molecular weight (g mol⁻¹) = 736.51
- ΔE to the lowest compared entry with this formula, charge and spin (kJ/mol) = 0.00
- gap between HOMO and LUMO (eV) = 10.5706

Each line ends with the Löwdin charge.
CARTESIAN COORDINATES (ANGSTROEM)
1 C 16.03356 -9.06194 -20.46937  -0.13
2 O 14.68273 -8.97843 -20.07807  -0.21
3 P 14.02059 -10.16572 -19.20100  0.52
4 O 14.48131 -10.30580 -17.76971  -0.26
5 O 12.40292 -9.98397 -19.44469  -0.21
6 C 11.79062 -8.75033 -19.30968  -0.15
7 O 14.27851 -11.50594 -20.10509  -0.22
8 C 15.28220 -12.41985 -19.71568  -0.13
9 H 16.21074 -9.67166 -21.35534  0.08
10 H 16.68123 -9.56467 -19.75112  0.08
11 H 16.57707 -8.19685 -20.84928  0.09
12 H 11.97369 -8.35082 -18.31220  0.09
13 H 10.70900 -8.66105 -19.41071  0.09
14 H 12.27039 -8.07634 -20.01938  0.08
15 H 15.57177 -12.99249 -20.59678  0.08
16 H 14.83774 -13.25879 -19.18020  0.09
17 H 16.18820 -12.01336 -19.26622  0.09
18 C 21.03296 -10.11610 -14.86830  -0.08
19 O 21.09418 -9.97713 -13.41714  -0.23
20 P 20.94311 -11.26747 -12.50296  0.47
21 O 21.84278 -12.37291 -12.95377  -0.25
22 O 19.34461 -11.60911 -12.48782  -0.22
23 C 18.74155 -12.24777 -13.59610  -0.12
24 O 21.21391 -10.71426 -10.96751  -0.21
25 C 20.32557 -9.85904 -10.30650  -0.13
26 H 21.77775 -9.42800 -15.26818  0.09
27 H 20.07221 -9.74206 -15.22206  0.09
28 H 21.22570 -11.14446 -15.17395  0.08
29 H 17.70011 -11.92810 -13.63236  0.09
30 H 18.74278 -13.33615 -13.53665  0.09
31 H 19.15838 -12.17729 -14.60078  0.08
32 H 20.88700 -8.96284 -10.04244  0.09
33 H 19.96362 -10.45167 -9.46633  0.09
34 H 19.44543 -9.52752 -10.85745  0.08
35 C 6.59742 -16.09531 -8.48875  -0.08
36 O 7.63567 -15.14502 -8.59700  -0.20
37 P 9.03322 -15.34673 -9.23393  0.42
38 O 9.09193 -15.04205 -10.67900  -0.24
39 O 9.38421 -16.93257 -8.88045  -0.24
40 C 9.78996 -17.88517 -9.88271  -0.10
41 O 10.07525 -14.54829 -8.29484  -0.20
42 C 10.53601 -13.28404 -8.73332  -0.12
43 H 5.69174 -15.63527 -8.09351  0.09
44 H 6.88829 -16.90654 -7.82137  0.09
45 H 6.44519 -16.49093 -9.49294  0.09
46 H 9.60430 -17.55794 -10.90573  0.08
47 H 9.21803 -18.80187 -9.73895  0.08
48 H 10.84757 -18.14100 -9.81852  0.08
49 H 10.15550 -12.52328 -8.05173  0.09
50 H 10.18626 -13.03822 -9.73599  0.08
51 H 11.62203 -13.22319 -8.80371  0.09
52 C 19.82730 -0.32105 -19.11130  -0.16
53 O 20.83638 0.14302 -18.32711  -0.23
54 P 20.88722 1.48015 -17.36836  0.48
55 O 19.80488 1.66407 -16.44095  -0.21
56 O 22.35601 1.39313 -16.72577  -0.23
57 C 22.57764 0.86102 -15.35881  -0.04
58 O 21.09312 2.57874 -18.63282  -0.23
59 C 19.99820 3.02475 -19.33801  -0.16
60 H 20.24339 -0.45217 -20.11019  0.10
61 H 18.89223 0.23766 -19.07147  0.09
62 H 19.54444 -1.31836 -18.77446  0.09
63 H 23.56184 0.39265 -15.35007  0.09
64 H 21.79989 0.12975 -15.13870  0.08
65 H 22.40465 1.69021 -14.67279  0.09
66 H 19.88301 2.45841 -20.26218  0.09
67 H 20.20288 4.05520 -19.62847  0.09
68 H 19.09776 2.98319 -18.72516  0.09
69 C 25.54644 -4.60187 -19.95044  -0.12
70 C 25.00940 -3.24666 -19.91073  -0.24
71 O 25.60601 -2.48175 -20.98114  -0.02
72 C 24.92381 -2.28444 -22.18768  -0.46
73 C 25.15452 -1.02583 -22.92422  0.00
74 O 24.09329 -3.03349 -22.71864  0.07
75 H 25.34383 -5.25788 -19.10386  0.09
76 H 26.63317 -4.59505 -20.03453  0.08
77 H 25.26783 -5.15487 -20.84747  0.08
78 H 23.96141 -3.54213 -19.96093  0.13
79 H 25.33634 -2.82253 -18.96135  0.13
80 H 25.80188 -1.26632 -23.76753  0.10
81 H 25.69842 -0.35381 -22.26040  0.08
82 H 24.25002 -0.51042 -23.24721  0.10
83 C 15.73037 -6.63485 -11.07479  -0.07
84 C 16.35657 -6.95289 -12.41447  -0.27
85 O 17.41543 -6.09171 -12.70121  -0.04
86 C 17.74308 -5.75563 -14.02849  -0.46
87 C 18.89270 -4.74421 -14.18735  0.02
88 O 17.26914 -6.35620 -14.95360  0.10
89 H 16.22887 -5.73680 -10.70996  0.08
90 H 15.94277 -7.49887 -10.44515  0.07
91 H 14.65550 -6.45513 -11.05356  0.07
92 H 16.81304 -7.92874 -12.24876  0.12
93 H 15.54705 -6.92677 -13.14392  0.13
94 H 18.34628 -3.87090 -14.54354  0.09
95 H 19.56142 -5.11733 -14.96305  0.08
96 H 19.57673 -4.63226 -13.34612  0.08

# 2
Molecular formula: C20H53BrN9O7P2
Method: DFT, the ωB97M-V functional and the def2-TZVPD basis

Results
- HOMO (eV) = -3.3
- molecular weight (g mol⁻¹) = 673.55
- gap between HOMO and LUMO (eV) = 5.4329
- net charge = -1

Each line ends with the Löwdin charge.
CARTESIAN COORDINATES (ANGSTROEM)
1 C -1.79661 0.50131 4.55626  -0.11
2 C -2.69915 -0.26541 3.57524  -0.36
3 C -2.43426 -1.77951 3.55422  -0.81
4 Br -4.16049 -2.74675 3.59079  0.56
5 P -1.28899 -2.51343 2.09470  0.45
6 O -0.29265 -1.09443 2.22737  -0.33
7 C -0.19673 -3.30142 0.69574  -0.29
8 C 1.27257 -2.90108 0.48547  -0.25
9 C 1.75129 -3.09960 -0.96890  -0.21
10 C 1.37549 -2.00082 -1.97241  -0.21
11 C 1.67561 -0.57475 -1.55545  -0.30
12 N 3.05209 -0.33215 -1.09333  0.02
13 C -2.44380 -1.64275 0.82140  -0.30
14 C -1.82666 -0.46552 0.07281  -0.22
15 C -2.69024 0.11751 -1.04705  -0.15
16 O -2.89622 1.54533 -0.85638  -0.03
17 C -1.87989 2.40000 -1.09483  -0.51
18 C -0.86758 1.99837 -2.12901  0.01
19 O -1.84375 3.46020 -0.49632  0.07
20 P -0.06474 -3.64501 3.79773  0.84
21 C 1.75369 -3.22910 3.72084  -0.37
22 C -0.18031 -5.43023 3.23707  -0.50
23 C 1.06640 -6.10390 2.66934  -0.19
24 H -2.29667 1.41127 4.90190  0.06
25 H -0.85909 0.81375 4.08568  0.06
26 H -1.53985 -0.11599 5.42387  0.07
27 H -3.73847 -0.08466 3.86570  0.07
28 H -2.58587 0.16384 2.57894  0.06
29 H -2.00747 -2.07279 4.51754  -0.02
30 H -2.10434 -3.70821 2.07048  -0.03
31 H 0.02306 -0.99085 3.12735  0.01
32 H -0.23890 -4.38472 0.86746  0.05
33 H -0.70736 -3.16085 -0.27078  0.06
34 H 1.44164 -1.87778 0.81773  0.08
35 H 1.93329 -3.51849 1.10053  0.07
36 H 1.29031 -4.02225 -1.34853  0.11
37 H 2.83432 -3.26597 -0.98884  0.10
38 H 1.91367 -2.20828 -2.91070  0.09
39 H 0.31134 -2.08758 -2.23601  0.11
40 H 1.45393 0.12877 -2.36698  0.08
41 H 1.00039 -0.29746 -0.73777  0.09
42 H 3.62211 -1.16891 -1.09198  0.06
43 H 3.00090 -0.04601 -0.12347  0.08
44 H -2.81046 -2.39934 0.11174  0.08
45 H -3.33800 -1.26554 1.32963  0.04
46 H -0.86326 -0.76598 -0.33788  0.07
47 H -1.63959 0.34150 0.78614  0.10
48 H -2.27962 -0.07056 -2.04304  0.11
49 H -3.70122 -0.30104 -1.03211  0.12
50 H -0.34144 1.09718 -1.82908  0.06
51 H -0.15057 2.81410 -2.25213  0.06
52 H -1.36746 1.79717 -3.08198  0.10
53 H 1.89905 -2.27449 3.21199  0.01
54 H 2.13458 -3.13176 4.74334  0.00
55 H 2.36956 -3.96819 3.20947  0.00
56 H -0.51577 -5.98246 4.12213  0.04
57 H -0.99727 -5.46361 2.50425  0.03
58 H 1.56096 -5.48684 1.91683  0.04
59 H 0.81741 -7.06174 2.19573  0.06
60 H 1.79554 -6.31286 3.46102  0.06
61 C -4.76534 3.45037 2.65865  -0.67
62 O -4.48752 2.94708 3.73392  0.02
63 N -5.76447 4.39782 2.55074  0.13
64 N -4.13741 3.14439 1.49322  0.17
65 H -6.01989 4.83169 1.68592  0.08
66 H -6.24901 4.64533 3.39049  0.09
67 H -3.40612 2.45847 1.51193  0.09
68 H -4.35293 3.56885 0.61352  0.08
69 C 3.07965 3.21540 -2.31176  -0.66
70 O 1.98778 2.70312 -2.50718  0.01
71 N 4.14058 2.51349 -1.81609  0.16
72 N 3.31092 4.53952 -2.59992  0.16
73 H 5.04956 2.90526 -1.66813  0.09
74 H 3.97367 1.53519 -1.61275  0.05
75 H 2.54392 5.06178 -2.98180  0.06
76 H 4.19298 4.98873 -2.45421  0.09
77 C 5.13945 -1.32685 -4.19699  -0.68
78 O 5.62917 -1.38808 -3.08363  0.02
79 N 3.90447 -0.79992 -4.44054  0.17
80 N 5.80731 -1.78908 -5.30731  0.14
81 H 3.50098 -0.74854 -5.35520  0.09
82 H 3.37835 -0.45491 -3.65548  0.07
83 H 6.71545 -2.18387 -5.16084  0.09
84 H 5.42954 -1.75075 -6.23350  0.08
85 C -0.39095 6.69555 -3.00820  -0.67
86 O 0.82776 6.69310 -3.04641  0.01
87 N -1.12762 7.65166 -3.67450  0.14
88 N -1.12858 5.77825 -2.32196  0.17
89 H -2.12786 7.68526 -3.66053  0.08
90 H -0.61823 8.34295 -4.18855  0.09
91 H -0.65736 5.06873 -1.78326  0.08
92 H -2.12857 5.80227 -2.28241  0.09